C2H2F2O3S in the gas phase at a distorted geometry, computed with ωB97M-V/def2-TZVPD.

```
10
Properties=species:S:1:pos:R:3:forces:R:3
C -0.20019 -0.89837 -0.25285 1.87 -0.28 -0.06
C 0.95367 -0.06010 0.21440 -0.22 1.92 -0.10
O 0.89660 0.18713 -3.31862 0.43 0.65 -0.55
O 1.12224 -2.26652 -3.16169 0.23 -0.66 -0.08
O -0.41205 -0.94275 -1.55608 0.20 0.30 -1.72
F 0.00641 -2.11831 0.23560 1.00 -2.96 0.88
F 1.45173 -0.37421 1.39984 -0.07 0.03 -0.71
S 1.09524 -0.98861 -2.54054 -1.37 0.66 1.61
H -1.06902 -0.68725 0.26432 -2.35 1.90 0.72
H 0.93175 1.06535 0.04366 0.28 -1.54 0.00
```
Forces are in eV/Å.

Values from the calculation:
**Multiplicity**: 1
**Lowest unoccupied orbital energy (spin up / spin down)**: -1.5528 / -3.2930 eV
**Electronic energy**: -900.90015 hartree
**Frontier orbital gap (spin up / spin down)**: 0.339 / 0.248 hartree

C2H2F2S2 in the gas phase at a distorted geometry, computed with ωB97M-V/def2-TZVPD.

```
8
Properties=species:S:1:pos:R:3:forces:R:3
C 1.00003 -0.30787 0.18409 1.43 0.84 0.00
C -0.21640 -0.75531 0.05032 -2.24 -0.19 -0.38
F 2.08359 -1.11929 0.11697 -0.70 0.28 0.05
F -3.01383 0.77479 0.09235 1.17 -1.16 -0.34
S 1.36096 1.41518 0.53155 1.24 0.45 -0.12
S -1.85572 -0.69512 0.10235 0.72 0.18 -1.64
H 2.76264 1.68064 0.24235 -2.07 -1.20 0.17
H -2.12127 -0.99301 -1.31998 0.47 0.80 2.26
```
Forces are in eV/Å.

Values from the calculation:
**Multiplicity**: 1
**Lowest unoccupied orbital energy**: -0.8320 eV
**Electronic energy**: -1073.36166 hartree
**Frontier orbital gap**: 0.315 hartree

2 unconnected molecules or ions with the total composition C2H2F3NO at a distorted geometry, computed with ωB97M-V/def2-TZVPD.

```
9
Properties=species:S:1:pos:R:3:forces:R:3
C 2.96387 0.49142 0.04757 -1.00 1.83 1.34
C -0.01523 -1.76942 0.48297 -0.68 -0.22 0.09
N 3.43982 -0.23027 -0.71431 0.30 -0.78 0.08
O 3.84921 -1.23993 -1.17639 0.71 -1.27 -1.34
F 2.71549 1.70908 0.37992 -0.06 0.21 -0.07
F 0.06845 -1.45058 -0.81144 0.23 -0.76 -1.32
F -0.39379 -0.65293 1.05745 -1.20 2.70 1.77
H 0.93851 -1.93260 0.90802 1.28 -1.18 0.00
H -0.81017 -2.48560 0.71214 0.41 -0.51 -0.55
```
Forces are in eV/Å.

Values from the calculation:
**Multiplicity**: 1
**Lowest unoccupied orbital energy**: -0.2709 eV
**Electronic energy**: -506.82679 hartree
**Frontier orbital gap**: 0.363 hartree

3 unconnected molecules or ions with the total composition C2H2FI3O at a distorted geometry, computed with ωB97M-V/def2-TZVPD.

```
9
Properties=species:S:1:pos:R:3:forces:R:3
C -0.09718 1.58399 0.09170 0.97 -0.10 -1.79
C 0.28930 0.46252 -0.53220 -1.82 1.69 0.66
O 0.27637 -0.74744 0.02177 0.38 0.10 -0.90
F 0.39397 0.49761 -1.84161 1.00 -0.80 -0.89
I -0.14166 3.45128 -0.85405 -0.02 -0.60 0.43
I -3.34094 0.45071 0.30964 0.10 0.03 -0.06
I 3.35478 1.13946 1.49676 -0.12 0.02 -0.06
H -0.49450 1.41658 1.02383 -0.50 0.35 2.32
H 0.13276 -1.31748 -0.74642 0.01 -0.70 0.28
```
Forces are in eV/Å.

Values from the calculation:
**Multiplicity**: 3
**Lowest unoccupied orbital energy (spin up / spin down)**: 0.2808 / -3.3915 eV
**Electronic energy**: -1145.50649 hartree
**⟨S²⟩**: 2.006
**Frontier orbital gap (spin up / spin down)**: 0.342 / 0.207 hartree

A molecular structure, C2H2FLiNiO2 at a distorted geometry, computed with ωB97M-V/def2-TZVPD.

```
9
Properties=species:S:1:pos:R:3:forces:R:3
H 1.51812 -0.54140 -0.28881 -1.47 -3.16 2.13
O -0.13164 1.74033 -0.39098 1.91 -1.59 -0.53
C 0.71557 0.85512 -0.25716 -3.73 6.15 2.80
C 0.22067 -0.56892 -0.24556 4.17 -0.04 -3.37
O -0.88683 -0.68954 0.48571 0.99 0.48 0.68
Li -1.81012 1.26964 0.38398 -0.17 0.53 -0.12
Ni -1.61806 -2.18755 1.01446 -0.42 -1.28 0.46
F 1.78336 1.21833 0.51438 -0.89 -1.48 -2.15
H 0.20893 -1.09602 -1.21602 -0.39 0.38 0.10
```
Forces are in eV/Å.

Values from the calculation:
**Multiplicity**: 3
**Net charge**: +2
**Lowest unoccupied orbital energy (spin up / spin down)**: -10.7112 / -13.0564 eV
**Electronic energy**: -1842.74130 hartree
**⟨S²⟩**: 2.013
**Frontier orbital gap (spin up / spin down)**: 0.338 / 0.233 hartree

A molecular structure, C2H2FLiO at a distorted geometry, computed with ωB97M-V/def2-TZVPD.

```
7
Properties=species:S:1:pos:R:3:forces:R:3
O 0.58048 1.15503 0.35000 1.52 -0.93 0.67
C 0.67847 -0.01573 0.32556 -1.32 0.07 -0.58
C 0.35032 -1.29134 0.14124 0.81 -0.19 0.37
H -0.04569 -1.88139 0.96699 -0.01 0.25 -0.27
F 0.90082 -1.98391 -0.87647 -0.15 0.18 0.17
Li -0.52931 2.43548 -0.11344 -1.25 0.18 -0.60
H -1.93509 1.58186 -0.79388 0.41 0.44 0.23
```
Forces are in eV/Å.

Values from the calculation:
**Multiplicity**: 1
**Lowest unoccupied orbital energy**: -0.8324 eV
**Electronic energy**: -259.90966 hartree
**Frontier orbital gap**: 0.225 hartree

A molecular structure, C2H2FMnO at a distorted geometry, computed with ωB97M-V/def2-TZVPD.

```
7
Properties=species:S:1:pos:R:3:forces:R:3
C -2.57700 -0.20536 0.04152 0.70 0.30 -0.47
C -1.30378 -0.33196 -0.16159 -1.87 -0.67 0.29
O -0.16983 -0.60712 -0.36988 -0.69 -0.21 -0.37
H -3.12990 -1.04691 0.46208 0.18 0.22 0.02
H -3.08694 0.69257 -0.31020 0.09 -0.18 0.22
F 2.22028 1.41654 0.55574 0.36 0.35 0.14
Mn 1.64686 -0.12229 -0.06429 1.22 0.19 0.18
```
Forces are in eV/Å.

Values from the calculation:
**Multiplicity**: 6
**Net charge**: +1
**Lowest unoccupied orbital energy (spin up / spin down)**: -5.4191 / -6.1564 eV
**Electronic energy**: -1403.20319 hartree
**⟨S²⟩**: 8.756
**Frontier orbital gap (spin up / spin down)**: 0.357 / 0.338 hartree

2 unconnected molecules or ions with the total composition C2H2FN at a distorted geometry, computed with ωB97M-V/def2-TZVPD.

```
6
Properties=species:S:1:pos:R:3:forces:R:3
C -0.63461 0.33534 -0.11513 -0.09 1.28 -0.93
C 0.56788 0.00225 0.58342 1.35 -0.15 -1.83
N 0.21947 1.22511 -0.29735 -1.58 -0.86 0.86
F 1.48761 -0.70183 -0.09741 0.15 -0.74 0.30
H -2.46101 -0.89361 -1.67009 0.15 0.12 0.14
H 0.82066 0.03274 1.59655 0.02 0.35 1.46
```
Forces are in eV/Å.

Values from the calculation:
**Multiplicity**: 1
**Lowest unoccupied orbital energy (spin up / spin down)**: -1.8680 / 0.1286 eV
**Electronic energy**: -231.77867 hartree
**Frontier orbital gap (spin up / spin down)**: 0.329 / 0.372 hartree